DFT (ωB97M-V with the def2-TZVPD basis set) results for a molecular structure, C24H49BrClNO17S4Si2.

XYZ file:
```
99
C24H49BrClNO17S4Si2 (ωB97M-V with the def2-TZVPD basis set)
O -8.94689 0.99716 -3.83646
C 4.27155 -1.70055 -1.99643
H -5.15814 -3.02182 0.82811
C -4.80495 -2.14867 0.12588
C -10.38193 0.13132 -5.48554
C 0.45405 -1.67847 3.01208
C 4.58573 -0.29049 -2.79137
C 1.84190 -1.50686 -0.94813
Si 0.74048 -0.43954 0.28004
C -4.82340 -0.74151 1.02798
O 11.40818 0.09555 -3.21530
H -6.85818 -1.50942 -0.71667
H 0.92761 0.96456 -0.11365
H 1.50543 -2.64897 -0.88388
H -9.94282 2.23273 -5.13531
C 6.65397 1.07485 1.21545
H -6.51992 -0.06469 7.65791
O -5.99158 -1.23123 -3.86130
C -6.31486 0.43681 6.70832
H 6.63300 2.07057 0.60071
H 13.64064 -0.48204 -0.97840
C -10.13250 1.32006 -4.56120
C -2.29917 2.35648 2.27584
H 7.53558 1.12454 2.01698
H -10.83264 -0.70440 -4.93986
H 7.06458 -0.62073 -2.13684
H -2.02415 1.91084 3.34629
H 1.24495 0.47175 2.59541
H -5.07192 0.20232 0.35021
C 3.43793 -1.47772 -0.57498
S -5.13663 -0.97242 -2.56382
H 3.66873 -2.43572 0.09648
H 5.51268 1.77969 -2.56332
O -5.62425 -1.37129 3.80856
H 13.24241 -1.79939 0.15905
H 7.59859 1.19192 -1.60484
O -4.57119 0.93823 3.91440
C 6.98130 -0.13627 0.14560
H 6.35302 -1.11929 0.38310
H -6.15827 -3.06032 -1.53012
C 1.31012 -0.60819 2.11179
C 12.82497 -1.03407 -0.49957
H 5.10050 -0.36679 2.09015
S 10.91315 -0.55537 -2.02267
Si -2.08266 0.28580 0.48538
Cl -3.13138 -1.46460 -3.01255
H -8.24722 1.19746 6.01377
H -5.98383 1.46208 6.90273
H -3.43088 2.11269 2.10064
H 8.12154 -0.43545 0.33306
C 11.87822 -0.08816 0.23436
H -2.20729 3.52590 2.38434
O 0.09438 3.44789 0.18844
H 11.23238 -0.63655 0.92769
H -2.89663 0.65943 -0.66526
C -5.85094 -1.97918 -1.15173
H 5.23458 -0.52554 -3.73963
H 12.41534 0.69283 0.77918
H -1.59832 4.15296 -1.66594
H 1.65499 -1.13477 -2.05878
S -8.00848 0.01591 -4.73891
C 5.34116 0.84490 -1.85578
H 3.77876 -0.53152 0.02294
O -5.16200 0.56746 -2.32540
H 4.66941 1.20322 -0.96637
O 9.61482 -1.18428 -1.95043
H 5.23595 -2.35353 -1.87732
C 6.83234 0.30652 -1.42872
O 12.03532 -1.62997 -1.52629
H -2.93933 -1.78035 1.78310
C -3.30604 -0.64695 1.70603
O -6.98488 0.61316 4.46741
Br 0.70572 -1.57307 5.02663
H -11.01454 0.39168 -6.33747
H 4.35582 1.28156 1.48777
H -8.01775 -0.55919 5.79170
O -7.80165 -1.21193 -4.00355
C -7.52142 0.41686 5.77369
C 5.25671 0.79782 2.07652
H -5.63987 -0.79225 1.88049
N -1.37444 1.78010 1.19112
H -10.96529 1.49019 -3.87360
H 3.53673 -2.31329 -2.69584
O -0.91871 -0.92251 -0.03471
H -3.70048 -2.37536 -0.20700
H -2.60785 2.56150 -1.69135
O -9.08870 -0.27723 -5.92534
H -3.10569 4.00933 -0.54214
S -5.49942 -0.05696 4.39854
H 5.37098 1.23322 3.16254
C -2.19785 3.38887 -0.97203
H -3.30375 -0.19589 2.78576
O -6.92454 0.79535 -5.29023
O -0.38634 -2.60139 2.50614
O -5.27516 -0.23907 6.00305
H 2.46802 -0.86926 2.08681
H 3.56482 0.21705 -3.13927
O 11.05457 0.48800 -0.77798
C -1.13687 2.86531 0.16310
```

Summary:
frontier orbital gap = 8.299 eV
energy = -203628.0262 eV
HOMO energy = -0.318 hartree